Density functional theory data (ωB97M-V/def2-TZVPD) for a molecular structure, C54H47N6O9STa in a non-equilibrium geometry.

CARTESIAN COORDINATES (ANGSTROEM)
Ta: -0.02 0.15 -0.31
C: 2.02 -9.14 2.72
O: 2.29 -8.38 1.55
C: 1.89 -7.10 1.52
C: 1.21 -6.45 2.55
C: 0.84 -5.12 2.40
C: 1.14 -4.42 1.24
C: 1.84 -5.07 0.22
C: 2.20 -6.40 0.35
C: 0.78 -2.99 1.07
C: -0.56 -2.61 1.05
C: -1.63 -3.52 1.25
C: -2.78 -2.79 1.24
C: -2.42 -1.44 1.00
N: -1.05 -1.31 0.85
C: -3.36 -0.42 0.87
C: -2.99 0.87 0.57
C: -3.94 1.92 0.40
C: -3.24 3.01 0.02
C: -1.87 2.65 -0.01
C: -0.86 3.54 -0.35
C: -1.18 4.92 -0.76
C: -0.81 5.36 -2.04
C: -1.09 6.65 -2.45
C: -1.74 7.54 -1.58
O: -1.96 8.77 -2.07
C: -2.64 9.71 -1.25
C: -2.10 7.11 -0.31
C: -1.82 5.81 0.09
C: 0.48 3.19 -0.21
N: 0.95 1.93 0.13
C: 2.31 2.13 0.43
C: 3.21 1.19 0.85
C: 4.62 1.60 1.09
C: 5.06 2.01 2.34
C: 6.38 2.38 2.55
C: 7.28 2.35 1.49
O: 8.58 2.69 1.58
C: 9.07 3.15 2.84
C: 6.85 1.93 0.23
C: 5.53 1.57 0.03
C: 2.87 -0.15 1.00
C: 3.80 -1.15 1.41
C: 3.14 -2.33 1.39
C: 1.80 -2.06 1.02
N: 1.63 -0.70 0.78
C: 2.65 3.50 0.22
C: 1.54 4.14 -0.19
N: -1.69 1.32 0.34
C: -4.80 -0.76 1.02
C: -5.34 -1.01 2.27
C: -6.69 -1.31 2.42
C: -7.51 -1.37 1.30
O: -8.82 -1.65 1.32
C: -9.45 -1.83 2.59
C: -6.97 -1.12 0.03
C: -5.63 -0.81 -0.10
H: 2.43 -10.13 2.54
H: 0.94 -9.22 2.90
H: 2.51 -8.70 3.59
H: 0.97 -6.97 3.47
H: 0.33 -4.63 3.21
H: 2.08 -4.54 -0.69
H: 2.73 -6.92 -0.44
H: -1.51 -4.57 1.41
H: -3.79 -3.14 1.40
H: -5.00 1.82 0.55
H: -3.62 3.99 -0.24
H: -0.32 4.68 -2.72
H: -0.82 6.99 -3.44
H: -2.75 10.60 -1.85
H: -2.06 9.93 -0.36
H: -3.63 9.33 -0.97
H: -2.58 7.79 0.39
H: -2.09 5.50 1.09
H: 4.36 2.04 3.17
H: 6.69 2.70 3.54
H: 10.11 3.39 2.68
H: 8.98 2.37 3.60
H: 8.53 4.04 3.16
H: 7.56 1.92 -0.58
H: 5.20 1.27 -0.96
H: 4.82 -0.95 1.70
H: 3.51 -3.31 1.67
H: 3.63 3.91 0.40
H: 1.41 5.19 -0.41
H: -4.71 -0.97 3.15
H: -7.09 -1.50 3.41
H: -10.50 -1.97 2.38
H: -9.32 -0.95 3.22
H: -9.06 -2.71 3.10
H: -7.62 -1.17 -0.83
H: -5.23 -0.61 -1.08
O: -2.69 -2.25 -2.03
C: -1.48 -1.93 -2.43
O: -0.52 -1.87 -1.66
C: -1.42 -1.71 -3.92
O: -0.45 -0.76 -4.28
C: -0.86 0.59 -4.38
C: -1.36 1.22 -3.08
O: -2.16 2.11 -3.06
O: -0.81 0.71 -1.98
H: -2.68 -2.47 -1.07
H: -2.41 -1.48 -4.31
H: -1.11 -2.67 -4.35
H: -1.64 0.72 -5.13
H: 0.02 1.15 -4.69
C: 2.27 -3.26 -4.21
N: 1.88 -1.97 -3.66
C: 2.40 -1.45 -2.57
N: 3.28 -2.15 -1.85
S: 2.04 0.20 -2.12
H: 1.80 -3.37 -5.18
H: 1.94 -4.08 -3.57
H: 3.35 -3.31 -4.35
H: 1.18 -1.39 -4.11
H: 3.58 -3.07 -2.12
H: 3.71 -1.71 -1.06

Computed properties:
* total charge: +2
* E: -3546.56553 a.u.
* highest occupied orbital energy: -11.98 eV
* relative energy (zero: lowest compared OMol25 entry of this formula, charge and spin): 30.0 kJ/mol

These are the Löwdin partial charges, in e, on atoms 1 to 4: 1.924, -0.053, -0.060, -0.276